(1)
113
Properties=species:S:1:pos:R:3:mulliken_charge:R:1 method="wB97M-V/def2-TZVPD" orbital_gap_ev=8.96 multiplicity=1 largest_force_ev_per_a=1.40
C 2.76275 3.29096 -2.14974 -0.1226
C 3.04314 4.76797 -2.39234 0.1521
C 3.98350 5.43385 -1.38270 0.3503
O 5.07587 5.96430 -2.14644 -0.3977
C 4.99322 5.50322 -3.41054 0.6361
O 5.78838 5.64670 -4.27871 -0.5521
O 3.84820 4.82793 -3.58743 -0.3771
H 2.61004 3.03854 -1.09544 -0.2002
H 3.60305 2.67376 -2.46793 0.3348
H 1.90396 2.87116 -2.67413 -0.1090
H 2.17091 5.38481 -2.61050 0.4525
H 4.37708 4.75014 -0.63437 -0.5281
H 3.53144 6.27911 -0.86427 0.3408
C -8.02820 -2.09300 2.67265 -1.2495
C -7.03000 -3.21876 2.93172 0.4234
C -7.19965 -4.45031 2.06183 -0.4667
O -5.85438 -4.78707 1.71461 -0.3705
C -5.05308 -3.74787 1.95848 0.4991
O -3.89001 -3.73343 1.67521 -0.4302
O -5.70648 -2.77899 2.58923 -0.1385
H -8.05466 -1.93198 1.59495 0.3531
H -7.77577 -1.18316 3.21286 0.1541
H -9.02120 -2.35811 3.04007 0.3873
H -7.05943 -3.46082 3.99713 0.2427
H -7.80190 -4.24201 1.17393 0.2837
H -7.62044 -5.31023 2.57833 0.3000
F -2.42720 -1.97397 -5.99249 -0.2714
C -3.34748 -1.19628 -5.37685 0.0414
C -4.56005 -1.00834 -6.00080 -0.4517
C -5.46914 -0.07157 -5.49750 -0.4296
C -5.12697 0.63577 -4.35347 -0.7520
C -3.88240 0.48476 -3.78840 -0.5363
C -2.95531 -0.41055 -4.31486 0.3778
H -4.77132 -1.55128 -6.91312 0.4202
H -6.41158 0.07543 -6.00426 0.3920
H -5.81362 1.33157 -3.88685 0.3808
H -3.56301 1.14497 -2.99034 0.4055
H -1.97143 -0.55694 -3.89115 0.4399
F -0.64807 1.65059 -1.76030 -0.4385
C -0.58236 0.56409 -0.96504 0.6996
C 0.61551 0.18575 -0.39185 -0.7481
C 0.63366 -0.80887 0.59043 -0.4301
C -0.57021 -1.40896 0.96187 -0.1399
C -1.77956 -1.06058 0.37065 -1.1843
C -1.74016 -0.07574 -0.61597 -0.8867
H 1.58424 0.61818 -0.62038 0.4773
H 1.58628 -1.05526 1.03467 0.2766
H -0.57564 -2.11355 1.78724 0.7431
H -2.73336 -1.44059 0.70269 0.9268
H -2.67354 0.27176 -1.04621 0.6108
F 3.62650 -0.12715 2.00038 -0.2269
C 4.31876 0.65402 1.15430 0.5852
C 4.69716 0.14081 -0.08363 -0.6782
C 5.43632 0.94770 -0.93572 -0.3134
C 5.80449 2.23981 -0.58244 -0.7011
C 5.47344 2.71039 0.68591 -0.3148
C 4.78381 1.88960 1.57174 -0.6734
H 4.39697 -0.87268 -0.31666 0.4436
H 5.63448 0.55347 -1.92514 0.3768
H 6.30756 2.83341 -1.33460 0.4483
H 5.72302 3.71840 0.98547 0.5741
H 4.62147 2.32106 2.54967 0.5350
F 2.48359 -4.45721 -6.29607 -0.3263
C 2.04135 -3.70328 -5.25988 0.4175
C 3.01269 -3.26220 -4.37898 -0.4965
C 2.61305 -2.59559 -3.23512 -0.4031
C 1.26188 -2.34083 -3.01334 -0.3444
C 0.29955 -2.72413 -3.94007 -0.5103
C 0.69614 -3.47952 -5.03699 -0.6060
H 4.05874 -3.33128 -4.64627 0.4208
H 3.36771 -2.19018 -2.57268 0.3199
H 0.98044 -1.79138 -2.12492 0.7729
H -0.71815 -2.38358 -3.82786 0.3154
H 0.03131 -3.81344 -5.82578 0.4296
F 3.13952 4.68020 1.52634 -0.1035
C 2.41053 4.14951 2.52576 -0.1215
C 1.84030 2.89947 2.33655 0.3072
C 1.13320 2.28659 3.36454 -0.2737
C 0.89828 2.98121 4.54790 -0.6719
C 1.50424 4.21468 4.73208 -0.5246
C 2.26191 4.79740 3.72845 -0.6659
H 1.86919 2.48437 1.33597 0.3002
H 0.77478 1.29357 3.12419 0.5363
H 0.25670 2.51346 5.28208 0.4470
H 1.41136 4.68411 5.70282 0.3610
H 2.67101 5.79346 3.85339 0.4320
F 0.35012 0.14408 6.28702 -0.3250
C 1.11765 -0.88789 5.86548 0.4150
C 2.05316 -1.37470 6.77267 -0.5541
C 2.88049 -2.41806 6.41089 -0.3343
C 2.89046 -2.89456 5.10735 -0.9537
C 1.90254 -2.45495 4.23589 -0.1580
C 0.99770 -1.44971 4.60375 0.5833
H 2.17000 -0.92522 7.74976 0.4306
H 3.62373 -2.74750 7.12644 0.3355
H 3.60297 -3.63889 4.78095 0.4305
H 1.81550 -2.77013 3.20324 0.3108
H 0.33055 -1.02759 3.86425 -0.1923
C -3.74200 0.16568 3.03896 0.5319
Br -3.17142 1.66124 1.97921 0.0184
Br -5.51721 0.52567 3.82808 -0.0600
Br -2.46453 -0.14213 4.49246 0.0023
H -3.73720 -0.76409 2.48667 -0.4472
C -0.78036 2.75876 -4.93261 0.3675
Br -0.03772 1.11950 -5.67380 -0.0012
Br -2.48872 3.21486 -5.78338 -0.0549
Br 0.49576 4.18450 -5.01788 -0.0298
H -0.94757 2.58950 -3.87828 -0.2601
C -0.67983 -5.11489 0.96847 -0.1446
Br -0.90839 -4.97227 2.92381 -0.0593
Br -0.77967 -6.95434 0.45069 -0.0370
Br 0.99563 -4.32396 0.37569 -0.0120
H -1.50863 -4.58427 0.51862 0.2393

***

(2)
16
Properties=species:S:1:pos:R:3:mulliken_charge:R:1 method="wB97M-V/def2-TZVPD" relative_energy_kj_mol=194.6 orbital_gap_ev=6.02 total_charge=-1 multiplicity=1 largest_force_ev_per_a=2.26
C 1.63377 -0.21205 1.74632 -0.6245
S 2.82686 -0.27700 0.33582 -0.1818
C 1.64335 -0.33891 -0.93565 -0.7753
H 1.47039 0.85022 1.85582 0.2328
H 2.12567 -0.62385 2.63587 0.3169
H 0.78872 -0.86794 1.57721 0.1622
H 0.86632 -1.08645 -0.75998 0.1898
H 1.04873 0.58243 -0.96111 0.3109
H 2.07557 -0.45101 -1.93117 0.3442
N -1.78664 0.56897 -1.37619 -0.6079
C -2.18719 0.43038 0.08016 -0.3114
O -1.24280 -0.17597 0.80065 -0.7602
H -1.14464 -0.19963 -1.53508 0.1347
H -2.54182 0.43766 -2.03803 0.2194
H -2.41964 1.46649 0.42590 0.1643
H -3.15667 -0.10335 0.07947 0.1861

***

(3)
19
Properties=species:S:1:pos:R:3:mulliken_charge:R:1 method="wB97M-V/def2-TZVPD" orbital_gap_ev=3.98 total_charge=+2 multiplicity=1 largest_force_ev_per_a=5.95
O -1.21102 -0.04438 2.28973 -0.4175
C -1.57954 -1.05082 1.76409 0.9286
O -2.06268 -2.10115 2.37825 -0.4572
C -1.48183 -1.08331 0.11375 -0.8883
N -1.12694 0.17222 -0.38619 0.0817
C 0.13908 0.52465 -0.52657 1.1908
C 0.54005 1.88038 -0.28441 -0.2245
C 1.83047 2.20763 -0.43778 -0.4708
N 2.81292 1.39543 -0.77653 -0.2789
C 2.41383 0.11928 -0.99569 -0.5069
C 1.18645 -0.35430 -0.92127 -0.3066
H -2.52681 -1.33497 -0.28440 0.2894
H -0.83797 -1.90702 -0.18142 0.3064
H -1.58815 0.90297 0.17298 0.3724
H -0.17874 2.62075 0.01823 0.4057
H 2.09998 3.23483 -0.27216 0.4123
H 3.19417 -0.56751 -1.26166 0.4060
H 0.98899 -1.38137 -1.14608 0.4394
Tl -2.61227 -3.23331 0.73713 0.7181

***

(4)
10
Properties=species:S:1:pos:R:3:mulliken_charge:R:1 method="wB97M-V/def2-TZVPD" relative_energy_kj_mol=153.0 orbital_gap_ev="6.36 / 4.78" total_charge=-1 multiplicity=3 largest_force_ev_per_a=5.87 s2=2.02
C 1.68193 0.41298 0.26367 -0.0019
N -1.84072 0.14921 0.28353 -0.6160
N -2.45044 -0.30782 -0.67610 1.0373
O -3.67190 0.15817 -0.24555 -0.6582
O -2.29773 -0.81614 -1.75439 -0.7165
O 2.23906 -0.73559 0.84484 -0.4865
O 0.75843 0.25651 -0.56134 -0.2716
H 2.60265 0.93034 -0.25980 0.2056
H 1.49269 1.28768 1.20769 0.2006
H 1.48603 -1.33533 0.89745 0.3071